# 1
27 unconnected molecules or ions with the total composition H54O27 in a non-equilibrium geometry. Source: the Open Molecules 2025 dataset; level of theory: ωB97M-V/def2-TZVPD.

Geometry as XYZ:
```
81
Properties=species:S:1:pos:R:3:forces:R:3
O -0.241866 0.056566 -0.047298 -0.46 0.78 0.60
H 0.281154 0.820766 -0.289528 0.37 0.20 -0.24
H 0.232144 -0.686674 -0.420308 0.09 -0.63 -0.52
O -0.134286 3.598776 -0.330938 0.96 0.07 0.73
H -1.063696 3.490176 -0.532538 -0.64 -0.05 -0.43
H 0.304234 2.924576 -0.849958 0.27 -0.18 -0.12
O 0.611704 -2.339944 -1.049098 0.60 0.32 -0.13
H 0.908494 -2.477844 -0.149578 0.03 -0.06 0.76
H -0.120156 -2.947524 -1.156138 -0.56 -0.40 -0.30
O -0.216046 -2.608874 5.002532 0.13 -0.57 0.26
H -0.234626 -1.954604 4.304092 -0.36 0.45 -0.21
H 0.394684 -2.253394 5.648192 0.07 0.01 0.21
O -2.725906 -1.095224 0.405462 -0.65 0.48 -0.50
H -1.948356 -0.538624 0.362392 0.55 0.41 -0.22
H -2.426516 -1.892324 0.842762 -0.02 -0.59 0.33
O 3.411214 -0.045434 -3.276428 0.29 -0.41 -0.32
H 2.765594 0.285946 -2.652258 -0.64 0.39 0.32
H 4.230674 -0.072494 -2.782478 0.26 0.00 0.02
O 1.446344 -4.754394 1.315672 0.11 -0.85 -0.50
H 1.507304 -5.115524 2.200032 0.01 -0.11 0.20
H 1.501384 -3.806784 1.439072 -0.25 0.41 0.38
O 2.499624 -3.076494 -2.930908 0.41 -0.54 -0.29
H 3.001044 -2.266274 -3.022268 0.02 0.46 -0.31
H 2.151964 -3.044364 -2.039648 -0.39 0.12 0.31
O -0.361816 -0.787204 -3.410268 -0.13 0.10 0.21
H -0.284316 -1.626694 -2.956968 0.31 -0.33 -0.07
H -1.258686 -0.502014 -3.235518 -0.42 0.11 -0.15
O 4.439524 2.609596 -1.033138 0.24 -0.04 0.19
H 5.262414 2.344926 -1.444288 0.19 -0.12 -0.26
H 4.658094 3.406456 -0.549938 -0.02 0.26 0.17
O -1.922036 -3.345694 1.709732 -0.05 -0.31 -0.28
H -0.981066 -3.438364 1.858802 0.56 -0.09 0.04
H -2.325756 -3.673564 2.513312 -0.26 -0.03 0.26
O 0.759954 1.025906 -4.959698 0.15 1.06 -0.49
H 0.403014 0.316946 -4.424698 -0.25 -0.69 0.35
H 1.687174 0.809296 -5.057498 0.27 0.00 -0.02
O -3.417766 1.777666 3.035072 -0.49 0.09 0.65
H -2.537616 2.060506 2.786952 0.43 0.18 -0.52
H -3.445726 1.886396 3.985672 -0.27 -0.08 0.22
O 2.863924 -0.719194 1.191602 0.47 0.12 0.09
H 3.642214 -1.234904 1.402672 0.35 -0.26 0.01
H 3.199254 0.032066 0.702322 -0.17 0.37 -0.20
O 1.933984 1.714916 -1.271988 -0.41 -1.13 0.82
H 1.705644 2.458266 -1.830118 -0.06 0.36 -1.14
H 2.832554 1.891236 -0.993198 0.39 0.26 0.12
O 1.429154 0.673526 3.722882 0.00 -0.07 0.47
H 1.697324 1.401566 3.162282 0.01 0.41 -0.46
H 2.198604 0.105586 3.763152 0.13 -0.27 -0.01
O -0.741516 -0.675424 3.032242 -0.67 -0.27 0.26
H -0.110356 0.044206 3.030652 0.54 0.50 0.22
H -1.495026 -0.334814 2.550112 -0.59 -0.05 -0.17
O 0.107314 -4.241584 -4.096088 -0.49 -0.15 -0.34
H 0.942014 -3.921294 -3.754148 0.63 0.29 0.07
H -0.382536 -4.511524 -3.319288 -0.05 -0.07 0.23
O -3.421066 -0.645544 -2.607378 0.18 0.24 -0.61
H -2.805416 -0.804254 -1.891818 -0.02 -0.24 0.74
H -4.281636 -0.646854 -2.188278 -0.14 -0.04 0.17
O 1.036294 3.395126 -3.108538 0.09 0.50 0.17
H 0.370014 3.083086 -3.720868 0.01 -0.71 -0.53
H 0.729524 4.261496 -2.841088 -0.03 0.35 0.18
O -2.555196 4.989216 1.501772 0.26 0.45 0.37
H -3.135946 5.496286 0.934472 -0.28 0.11 0.11
H -2.158936 4.339926 0.920712 -0.06 -0.31 0.32
O -5.072006 0.071626 1.907902 -0.98 -0.51 -0.31
H -4.753006 -0.203274 1.048312 0.24 -0.25 -0.09
H -4.406876 0.681606 2.226892 0.36 0.37 0.30
O 0.863404 -2.246204 1.861512 0.89 -1.24 -0.59
H 0.171344 -1.779934 2.330422 -1.02 0.76 0.29
H 1.604584 -1.640494 1.863212 0.09 0.46 -0.21
O -1.473266 -4.112334 -1.476508 0.15 0.00 -0.10
H -2.210816 -4.589004 -1.857358 -0.27 0.04 -0.22
H -1.504246 -4.327314 -0.544278 -0.13 -0.15 0.56
O 2.155254 2.938826 2.270732 0.15 -0.17 0.01
H 2.805504 3.189666 2.926842 0.24 0.15 0.27
H 1.957954 3.751686 1.805372 -0.34 0.20 -0.35
O -2.647936 3.749406 -0.897818 -0.45 -0.04 -0.34
H -2.658896 4.701396 -0.996978 -0.03 0.36 -0.16
H -3.115546 3.422666 -1.666468 -0.18 -0.41 -0.22
O -1.055426 2.235336 2.121982 0.36 -0.14 0.28
H -0.436976 2.665286 2.712662 0.21 0.23 0.18
H -0.634726 2.275806 1.263142 0.15 0.15 -0.52
```
Forces are in eV/Å.

Frontier orbital gap ... 8.51 eV
Electronic energy ... -2063.90600 Ha
Energy above the lowest of the compared OMol25 structures with the same formula, charge and spin ... 68.5 kcal/mol

=====

# 2
A molecular structure, C35H44Cl2NOP3Re in a non-equilibrium geometry. Source: the Open Molecules 2025 dataset; level of theory: ωB97M-V/def2-TZVPD.

Geometry as XYZ:
```
87
Properties=species:S:1:pos:R:3:forces:R:3
P 1.482021 0.914725 -1.761169 0.13 -0.33 0.79
C 3.218348 1.140841 -2.139100 0.50 0.11 0.03
C 3.786900 0.579780 -3.296051 -0.06 0.14 0.13
H 3.194556 -0.088690 -3.923917 0.24 0.24 0.12
C 5.102487 0.890247 -3.642063 -0.07 0.02 0.15
H 5.527113 0.461226 -4.548847 -0.06 0.12 0.25
C 5.860087 1.747103 -2.836676 -0.35 -0.10 -0.03
H 6.885389 1.990555 -3.120846 -0.33 -0.06 0.14
C 5.296536 2.293688 -1.678272 -0.03 -0.04 0.07
H 5.886733 2.965488 -1.054083 -0.18 -0.22 -0.15
C 3.982923 1.990378 -1.318569 0.01 -0.14 -0.26
H 3.538130 2.410934 -0.414184 0.21 0.00 -0.21
C 0.880224 -0.440449 -2.777338 -0.18 -0.22 -0.24
C 1.461392 -1.707338 -2.583898 -0.37 0.01 -0.12
H 2.330099 -1.815545 -1.931144 -0.30 0.01 -0.15
C 0.922977 -2.817103 -3.234654 0.25 0.07 0.10
H 1.348447 -3.805358 -3.049361 -0.10 0.29 -0.15
C -0.137202 -2.660525 -4.130921 -0.09 0.19 0.01
H -0.535290 -3.524773 -4.666815 0.13 0.27 0.19
C -0.671426 -1.391726 -4.364443 -0.07 0.04 -0.03
H -1.477419 -1.253690 -5.085543 0.21 -0.11 0.17
C -0.179968 -0.276973 -3.682390 0.30 -0.17 0.22
H -0.595027 0.716639 -3.864281 0.05 -0.32 0.04
C 0.594087 2.414009 -2.195140 -0.13 0.57 0.09
C 0.898922 3.045249 -3.415534 -0.20 -0.04 0.12
H 1.679035 2.627890 -4.055543 -0.22 0.17 0.10
C 0.207488 4.196090 -3.795980 0.16 -0.22 0.06
H 0.451756 4.668925 -4.747464 -0.10 -0.08 0.29
C -0.783158 4.728409 -2.966053 0.01 -0.21 0.05
H -1.327714 5.622611 -3.279537 0.18 -0.32 0.16
C -1.070009 4.116946 -1.742434 0.10 -0.09 -0.01
H -1.846457 4.524182 -1.095213 0.27 -0.03 -0.13
C -0.365079 2.978475 -1.335715 0.11 0.08 -0.28
H -0.531700 2.548814 -0.345860 -0.06 0.09 -0.27
Re 0.393412 -0.545928 2.236187 -2.12 1.42 4.91
C -1.419712 -1.560293 1.963816 -0.74 -0.20 -0.74
C -1.948981 -1.619767 0.714374 -0.18 0.05 0.74
H -1.945538 -2.015257 2.812007 0.17 0.00 -0.29
C -1.192380 -0.862945 -0.346378 -0.24 0.02 -1.27
O -2.017514 0.263782 -0.748801 0.54 -0.27 -0.14
H -1.536224 0.820687 -1.389878 -0.21 -0.36 0.22
C 0.068890 -0.402007 0.295977 0.81 0.81 0.47
H -0.978850 -1.506255 -1.223102 -0.08 0.26 0.18
C 1.143687 0.354970 0.064874 0.36 1.16 -3.95
Cl -0.061372 -1.209673 4.519716 0.11 -0.22 0.32
Cl 2.480200 0.393420 3.034390 0.21 0.05 -0.30
P 1.595336 -2.470648 2.170734 2.05 -3.34 0.40
C 2.465118 -2.973690 3.712129 -0.12 0.33 0.00
H 1.737525 -3.355178 4.434855 0.16 0.14 -0.16
H 2.982790 -2.112642 4.144062 -0.10 -0.18 -0.04
H 3.192845 -3.755601 3.465692 -0.19 0.14 -0.03
C 0.653803 -4.000540 1.845968 -0.14 0.09 -0.24
H 0.145974 -3.924153 0.878135 0.06 -0.09 0.13
H -0.096465 -4.130969 2.634207 0.16 0.02 -0.12
H 1.336785 -4.858906 1.838420 -0.15 0.19 0.03
C 2.958051 -2.559844 0.961662 -0.03 0.15 -0.21
H 3.521556 -1.619754 0.965406 -0.07 -0.19 0.02
H 2.555094 -2.740884 -0.040483 0.10 0.03 0.17
H 3.625065 -3.384204 1.243638 -0.17 0.21 -0.15
P -3.528436 -2.385059 0.266814 1.30 0.84 0.03
C -4.120887 -3.422367 1.592370 -0.19 -0.25 0.16
C -3.175887 -3.332755 -1.219397 -0.31 -0.30 -0.09
H -4.308475 -2.816964 2.490925 0.03 -0.16 -0.29
H -3.380044 -4.199347 1.830555 -0.21 0.24 -0.11
H -5.059104 -3.901684 1.273276 0.26 0.13 0.16
H -2.809673 -2.668318 -2.014502 -0.18 -0.13 0.24
H -4.093584 -3.838128 -1.551193 0.29 0.08 -0.05
H -2.402830 -4.082238 -0.996545 -0.25 0.18 -0.04
C -4.651722 -1.037932 -0.098719 -0.45 -0.12 -0.08
H -4.780541 -0.427492 0.805592 0.00 -0.21 -0.21
H -5.621309 -1.437959 -0.426560 0.19 0.21 0.07
H -4.195840 -0.411950 -0.876596 -0.18 -0.25 0.21
H 1.912206 0.699713 0.774031 -0.26 -0.20 -0.35
C -2.799208 4.600004 4.820759 -0.25 0.13 -0.07
C -2.017698 3.478106 4.203913 0.09 -0.01 0.23
C -0.882336 2.968643 4.835791 0.34 -0.48 -0.41
C -0.167341 1.934719 4.241474 -0.19 -0.21 -0.08
N -0.555878 1.346073 3.083392 -0.17 0.60 -0.52
C -1.640088 1.847343 2.460745 -0.16 0.15 0.26
C -2.383847 2.897550 2.992237 0.06 -0.32 -0.41
H -3.199808 4.317375 5.802911 0.13 -0.02 -0.22
H -2.171842 5.486795 4.972797 -0.07 -0.22 -0.05
H -3.639216 4.879156 4.177840 0.12 0.01 0.16
H -0.542320 3.354170 5.792849 -0.04 0.02 -0.20
H 0.733877 1.526857 4.696040 -0.30 0.09 -0.08
H -1.930711 1.372573 1.514924 0.10 0.20 0.40
H -3.261768 3.238396 2.445708 0.19 0.00 0.16
```
Forces are in eV/Å.

<S²> ... 3.79
Frontier orbital gap (spin up / spin down) ... 7.42 / 7.59 eV
Charge ... +2
Electronic energy ... -3512.35238 Ha
2S+1 ... 4
Energy above the lowest of the compared OMol25 structures with the same formula, charge and spin ... 0.0 kcal/mol

=====

# 3
A molecular structure, C40H45N4O4RbSSb2 in a non-equilibrium geometry. Source: the Open Molecules 2025 dataset; level of theory: ωB97M-V/def2-TZVPD.

Geometry as XYZ:
```
97
Properties=species:S:1:pos:R:3:forces:R:3
Rb 0.758033 0.068490 0.125102 -0.94 -0.28 0.66
O -0.220935 -1.130276 -2.326191 -0.06 0.06 -0.04
C 0.713127 -0.387597 -2.772044 0.01 0.10 -0.57
C 1.902159 -0.915990 -3.359258 0.09 -0.11 -0.06
C 2.923542 -0.105853 -3.793571 -0.07 -0.02 0.04
C 2.841903 1.286685 -3.689725 0.05 0.09 -0.06
C 1.715676 1.841434 -3.119756 -0.01 0.05 -0.08
C 0.654233 1.048890 -2.676591 0.22 -0.22 -0.14
C -0.584771 1.597457 -2.137969 -0.36 0.17 -0.17
N -0.792945 2.525187 -1.284108 -0.03 -0.03 -0.05
C 0.332295 3.146803 -0.609080 0.04 0.19 0.22
C -0.039298 3.496837 0.831889 0.08 0.25 -0.04
N -0.267349 2.308639 1.621705 -0.04 0.02 0.01
C -0.171112 2.385891 2.886335 0.10 0.21 -0.09
C -0.329293 1.295286 3.826299 0.00 -0.20 0.05
C -0.086740 1.557511 5.179834 0.02 0.00 -0.01
C -0.129441 0.575968 6.147243 0.01 0.03 0.12
C -0.413871 -0.738796 5.745797 0.02 0.07 -0.04
C -0.664784 -1.038981 4.431953 -0.03 -0.09 0.10
C -0.667893 -0.043497 3.394919 -0.12 0.04 0.03
O -0.958056 -0.340870 2.201254 0.01 -0.10 0.59
H 1.984089 -1.995857 -3.429818 -0.03 0.01 0.03
H 3.822600 -0.555272 -4.203014 0.00 -0.01 0.01
H 3.666804 1.909860 -4.008374 -0.01 0.01 0.04
H 1.638044 2.920621 -3.037466 0.00 -0.01 0.06
H -1.481652 1.087714 -2.503528 0.00 0.01 0.04
H 0.586231 4.085764 -1.113792 0.08 -0.05 -0.05
H 1.231656 2.519327 -0.605225 0.04 0.30 -0.16
H -0.957231 4.095707 0.816038 0.04 0.03 -0.03
H 0.766397 4.110390 1.263085 -0.05 0.04 -0.01
H 0.088179 3.354419 3.356529 0.01 -0.02 -0.01
H 0.157113 2.576567 5.472179 0.00 0.02 -0.06
H 0.063516 0.809757 7.187385 0.00 0.00 -0.02
H -0.431280 -1.527787 6.492080 -0.01 -0.03 -0.03
H -0.879570 -2.057875 4.128048 -0.02 0.02 -0.03
C -4.194439 1.538629 -1.409721 0.13 -0.06 0.08
Sb -2.940663 1.072534 0.331304 -1.10 0.22 -0.28
C -3.476733 3.014722 1.179907 0.35 -0.12 0.10
C -4.730679 0.200266 1.358042 0.35 0.10 0.01
C -5.326417 -1.030465 0.773350 -0.04 -0.14 0.02
C -6.560780 -0.955441 0.125676 -0.01 0.01 -0.02
C -7.210962 -2.076603 -0.369589 -0.01 0.01 0.00
C -6.628025 -3.323974 -0.203508 -0.04 0.02 -0.02
C -5.391064 -3.416720 0.414083 0.01 -0.02 0.00
C -4.701215 -2.293760 0.882303 -0.25 -0.05 -0.04
C -3.338096 -2.447547 1.422392 0.31 0.18 -0.09
Sb -1.727670 -2.311643 -0.142880 -0.50 -0.91 0.01
C -1.674877 -4.514139 -0.326334 0.15 0.22 0.02
C -3.048323 -2.230075 -1.847872 0.06 0.18 0.08
H -5.043180 2.162926 -1.122390 0.01 0.01 0.04
H -4.569005 0.617680 -1.858459 -0.01 0.02 -0.02
H -3.582071 2.072846 -2.137426 -0.03 0.02 -0.01
H -4.555916 3.102293 1.308936 -0.02 -0.13 -0.06
H -3.135374 3.783405 0.486133 0.01 -0.03 -0.01
H -2.983146 3.156679 2.143286 -0.01 0.02 -0.03
H -5.471389 1.000520 1.375131 0.00 0.02 0.01
H -4.386965 0.026285 2.381945 -0.03 -0.02 0.00
H -7.029914 0.017959 0.022138 0.02 0.01 0.02
H -8.170261 -1.976362 -0.864585 0.01 0.01 0.00
H -7.130745 -4.215640 -0.561284 0.03 -0.01 0.00
H -4.924019 -4.390529 0.525390 0.03 0.02 0.00
H -3.194186 -3.425505 1.884175 0.02 -0.01 -0.01
H -3.052287 -1.668985 2.127501 0.00 -0.05 0.03
H -2.653921 -4.914162 -0.596138 -0.03 0.05 0.01
H -1.343769 -4.962598 0.613053 -0.01 0.02 0.00
H -0.955058 -4.770512 -1.106593 -0.02 -0.02 0.00
H -3.954518 -2.811799 -1.687583 -0.01 -0.02 0.03
H -2.488399 -2.614790 -2.699667 0.07 0.04 0.03
H -3.307304 -1.191376 -2.049009 -0.01 -0.02 -0.08
C 8.125664 0.901997 4.458654 -0.09 0.02 -0.10
C 7.202405 0.928666 3.266042 0.09 0.01 0.01
C 7.703676 1.043376 1.974993 -0.03 -0.01 0.07
C 6.846462 1.073553 0.881776 -0.06 0.00 -0.11
C 5.480440 0.990527 1.078193 -0.16 -0.03 -0.19
C 4.962858 0.879211 2.361849 -0.04 0.01 0.02
C 5.822013 0.849258 3.446551 0.01 0.01 -0.02
S 4.331430 1.050819 -0.314087 0.27 0.06 0.43
O 3.626720 2.303045 -0.136216 -0.12 -0.04 -0.02
O 5.168526 0.946253 -1.493469 0.02 -0.14 0.04
N 3.314565 -0.112241 -0.036063 1.06 0.42 -0.18
C 3.580531 -1.430913 -0.216476 0.50 -0.61 -0.12
C 4.819421 -1.958857 -0.671657 -0.13 0.16 0.01
C 4.964638 -3.315956 -0.825964 -0.09 0.02 0.04
C 3.895685 -4.161874 -0.534943 0.11 -0.03 -0.04
C 2.732193 -3.570868 -0.079407 -0.12 -0.06 0.06
N 2.566306 -2.265827 0.096051 0.18 0.22 -0.08
H 9.155599 0.722642 4.148911 0.01 0.00 0.03
H 7.831327 0.117069 5.156793 0.04 0.01 0.03
H 8.092806 1.853840 4.994514 0.03 -0.02 0.03
H 8.776253 1.107287 1.823066 0.00 -0.02 -0.01
H 7.214134 1.159214 -0.133476 0.04 -0.02 0.04
H 3.887949 0.813186 2.481969 0.04 -0.02 0.09
H 5.426581 0.762497 4.453053 -0.05 -0.02 -0.03
H 5.614714 -1.272885 -0.919772 0.05 -0.05 -0.04
H 5.906845 -3.721878 -1.178277 0.01 0.01 -0.01
H 3.974516 -5.233469 -0.662165 -0.07 0.00 0.03
H 1.865635 -4.179442 0.168585 0.02 -0.02 -0.02
```
Forces are in eV/Å.

Frontier orbital gap ... 5.78 eV
Charge ... -2
Electronic energy ... -2974.03276 Ha
Energy above the lowest of the compared OMol25 structures with the same formula, charge and spin ... 24.8 kcal/mol